# 1
{
  "formula": "C61H76N5O",
  "method": "wB97M-V/def2-TZVPD",
  "elements": ["C", "N", "C", "O", "C", "C", "C", "C", "C", "C", "C", "C", "N", "C", "C", "C", "C", "C", "C", "C", "C", "N", "C", "C", "C", "C", "C", "H", "H", "H", "H", "H", "H", "H", "H", "H", "H", "H", "H", "H", "H", "H", "H", "H", "H", "H", "H", "H", "H", "H", "H", "C", "C", "C", "C", "C", "C", "C", "C", "C", "C", "C", "C", "C", "C", "N", "C", "C", "N", "C", "C", "C", "C", "C", "C", "C", "C", "C", "C", "C", "C", "C", "C", "C", "C", "C", "C", "C", "C", "C", "C", "H", "H", "H", "H", "H", "H", "H", "H", "H", "H", "H", "H", "H", "H", "H", "H", "H", "H", "H", "H", "H", "H", "H", "H", "H", "H", "H", "H", "H", "H", "H", "H", "H", "H", "H", "H", "H", "H", "H", "H", "H", "H", "H", "H", "H", "H", "H", "H", "H", "H", "H", "H"],
  "coordinates": [[-4.3674, 3.9320, 4.1651], [-4.0242, 2.6978, 3.4949], [-4.6594, 1.5510, 3.9299], [-5.5537, 1.5180, 4.7716], [-3.9842, 0.3883, 3.2062], [-4.9211, -0.4249, 2.3333], [-6.2723, -0.7725, 2.9184], [-7.3912, -0.7627, 2.0763], [-8.6668, -0.9569, 2.6082], [-8.8195, -1.2434, 3.9708], [-7.6910, -1.3275, 4.7984], [-6.4173, -1.0948, 4.2738], [-2.9124, 1.0571, 2.4224], [-1.8716, 0.2397, 1.9851], [-0.7191, 0.5583, 1.3420], [0.3967, -0.4758, 1.2910], [1.0730, -0.2993, 2.7086], [1.4006, -1.3922, 3.5181], [2.3738, -1.2507, 4.5099], [2.9994, -0.0142, 4.7031], [4.1693, 0.1180, 5.5376], [5.1409, 0.2415, 6.1807], [2.4544, 1.1236, 4.1066], [1.4754, 0.9761, 3.1250], [-2.6718, 2.3766, 3.0534], [-2.1113, 3.4622, 2.1399], [-1.6987, 2.2005, 4.2281], [-5.4575, 4.0019, 4.2172], [-3.9805, 3.9642, 5.1948], [-3.9771, 4.7635, 3.5808], [-3.5503, -0.2790, 3.9833], [-5.0848, 0.1432, 1.4071], [-4.3877, -1.3506, 2.0753], [-7.2407, -0.5609, 1.0109], [-9.5381, -0.8790, 1.9543], [-9.8150, -1.4028, 4.3894], [-7.7918, -1.5508, 5.8617], [-5.5370, -1.1451, 4.9181], [-2.0322, -0.8214, 2.2170], [-0.4834, 1.5747, 1.0410], [-0.1212, -1.4440, 1.3439], [0.9182, -2.3591, 3.3616], [2.6928, -2.1049, 5.1119], [2.8352, 2.1194, 4.3594], [1.0818, 1.8738, 2.6409], [-2.6986, 3.5743, 1.2226], [-2.1534, 4.4052, 2.6990], [-1.0649, 3.2582, 1.9024], [-2.0904, 1.5053, 4.9822], [-0.7470, 1.8096, 3.8454], [-1.5232, 3.1773, 4.6926], [-1.3270, 2.0268, -1.2740], [-2.4920, 1.1447, -1.7252], [-3.7409, 1.8199, -1.1273], [-2.6016, 1.1920, -3.2591], [-2.3629, -0.3514, -1.2455], [-3.4518, -0.8565, -0.5265], [-3.5364, -2.1777, -0.1397], [-2.6054, -3.0780, -0.6116], [-1.5583, -2.6630, -1.4359], [-0.8828, -3.8070, -2.2676], [0.6211, -3.7449, -2.1077], [-1.3531, -3.7324, -3.7301], [-1.2771, -5.2186, -1.8023], [-1.2856, -1.2526, -1.5250], [-0.0005, -0.7460, -1.9954], [0.2646, -0.7392, -3.4482], [1.7048, -0.3941, -3.5817], [2.1539, -0.1333, -2.2027], [3.5173, 0.3856, -2.1338], [3.7973, 1.7335, -2.5280], [2.8215, 2.8423, -3.0327], [3.2557, 4.2308, -2.5197], [1.3880, 2.7023, -2.5778], [2.9079, 2.8525, -4.5647], [5.1234, 2.1575, -2.6137], [6.1640, 1.4305, -2.0614], [5.8855, 0.1419, -1.6410], [4.6523, -0.4612, -1.9170], [4.8004, -1.9940, -2.1948], [5.8369, -2.6411, -1.2600], [5.3162, -2.0949, -3.6381], [3.5196, -2.7849, -2.0287], [1.1388, -0.3754, -1.3046], [1.3720, -0.6549, 0.2108], [2.8112, -0.2027, 0.5739], [3.1330, 1.1513, 0.5332], [4.3875, 1.5805, 0.9659], [5.3065, 0.6465, 1.4498], [4.9789, -0.7080, 1.5173], [3.7219, -1.1386, 1.0863], [-0.4352, 1.4302, -1.0533], [-1.0848, 2.7582, -2.0568], [-1.5883, 2.6287, -0.3853], [-4.6728, 1.3644, -1.4831], [-3.7085, 1.7854, -0.0271], [-3.7829, 2.8824, -1.4086], [-3.1860, 0.3434, -3.6399], [-3.0893, 2.1248, -3.5816], [-1.6111, 1.1804, -3.7278], [-4.2763, -0.2063, -0.2554], [-4.3750, -2.5253, 0.4706], [-2.7489, -4.1319, -0.3799], [0.9026, -3.9599, -1.0670], [1.1235, -4.4714, -2.7630], [0.9926, -2.7536, -2.3414], [-2.3935, -4.0800, -3.7916], [-1.3414, -2.7235, -4.1505], [-0.7394, -4.3865, -4.3644], [-2.3390, -5.4260, -1.9784], [-0.7109, -5.9656, -2.3767], [-1.0488, -5.3802, -0.7428], [0.0603, -1.7257, -3.8634], [-0.3870, -0.0218, -3.9506], [2.2969, -1.2169, -4.0044], [1.8677, 0.4793, -4.2185], [4.1833, 4.5916, -2.9771], [2.4789, 4.9697, -2.7602], [3.3838, 4.2201, -1.4299], [0.9439, 1.7474, -2.8543], [1.3080, 2.8302, -1.4917], [0.7863, 3.4894, -3.0575], [2.6414, 1.8798, -4.9915], [2.2300, 3.6061, -4.9844], [3.9305, 3.0835, -4.8876], [5.3619, 3.1052, -3.0951], [7.1621, 1.8511, -1.9807], [6.6884, -0.4174, -1.1645], [5.6168, -2.4048, -0.2120], [5.8056, -3.7343, -1.3680], [6.8611, -2.3305, -1.4961], [4.6210, -1.6044, -4.3328], [6.2880, -1.5930, -3.7314], [5.4336, -3.1419, -3.9433], [2.9314, -2.7845, -2.9506], [3.7380, -3.8427, -1.8131], [2.9387, -2.3955, -1.1838], [1.4470, -1.7598, 0.1408], [2.3504, 1.8436, 0.1915], [4.6383, 2.6437, 0.8994], [6.2842, 0.9871, 1.7748], [5.6998, -1.4350, 1.9056], [3.4346, -2.1941, 1.2072]],
  "lowdin_charge": [-0.020, -0.029, -0.367, 0.096, -0.181, -0.101, -0.219, -0.045, -0.082, -0.083, -0.067, -0.049, 0.002, -0.071, -0.069, -0.205, -0.160, -0.015, -0.013, -0.235, -0.169, 0.159, -0.003, -0.053, -0.476, 0.000, 0.020, 0.103, 0.105, 0.082, 0.164, 0.107, 0.098, 0.110, 0.104, 0.104, 0.108, 0.115, 0.143, 0.077, 0.139, 0.123, 0.128, 0.134, 0.113, 0.084, 0.086, 0.071, 0.104, 0.057, 0.096, -0.057, -0.476, -0.065, -0.030, -0.057, -0.052, -0.053, -0.024, -0.059, -0.519, -0.065, -0.030, -0.075, -0.059, 0.049, -0.081, -0.078, 0.058, -0.082, -0.083, -0.525, -0.050, -0.070, -0.027, -0.043, -0.030, -0.052, -0.081, -0.510, -0.049, -0.024, -0.061, -0.041, -0.106, -0.201, -0.052, -0.048, -0.063, -0.072, -0.041, 0.046, 0.082, 0.066, 0.096, 0.068, 0.102, 0.101, 0.098, 0.053, 0.077, 0.116, 0.107, 0.105, 0.107, 0.032, 0.098, 0.064, 0.100, 0.089, 0.099, 0.093, 0.100, 0.109, 0.125, 0.104, 0.079, 0.095, 0.094, 0.053, 0.085, 0.103, 0.070, 0.099, 0.094, 0.109, 0.120, 0.115, 0.065, 0.094, 0.085, 0.084, 0.096, 0.099, 0.064, 0.104, 0.061, 0.148, 0.124, 0.120, 0.116, 0.121, 0.135],
  "total_energy_ha": -2718.7344,
  "homo_energy_ev": -10.18,
  "homo_lumo_gap_ev": 7.598,
  "lumo_ev": -2.58,
  "charge": 1
}

---

# 2
{
  "formula": "C61H78BN11O3S2SiV",
  "method": "wB97M-V/def2-TZVPD",
  "elements": ["V", "C", "C", "C", "C", "N", "N", "B", "N", "N", "C", "C", "C", "C", "C", "C", "C", "C", "N", "N", "C", "C", "C", "C", "C", "C", "C", "C", "C", "C", "C", "C", "H", "H", "H", "H", "H", "H", "H", "H", "H", "H", "H", "H", "H", "H", "H", "H", "H", "H", "H", "H", "H", "H", "H", "H", "H", "H", "H", "H", "H", "H", "H", "H", "H", "H", "H", "H", "H", "H", "H", "H", "C", "N", "C", "C", "C", "C", "C", "N", "C", "C", "C", "C", "C", "C", "H", "H", "H", "H", "H", "H", "H", "H", "H", "H", "H", "N", "C", "C", "C", "C", "C", "C", "S", "O", "O", "N", "C", "S", "C", "C", "N", "H", "H", "H", "H", "H", "H", "H", "H", "C", "C", "C", "C", "Si", "O", "C", "C", "C", "C", "C", "C", "C", "C", "C", "C", "C", "C", "H", "H", "H", "H", "H", "H", "H", "H", "H", "H", "H", "H", "H", "H", "H", "H", "H", "H", "H"],
  "coordinates": [[-0.0564, -0.1870, -1.0066], [-5.7432, -0.2077, -1.3607], [-4.5283, -0.8294, -0.7622], [-4.5109, -1.8866, 0.1192], [-3.1569, -2.1171, 0.4040], [-2.4148, -1.2352, -0.2661], [-3.2451, -0.4634, -0.9819], [-2.8150, 0.6689, -1.9361], [-1.8936, 0.2027, -3.0750], [-0.6327, -0.2573, -2.9747], [-0.2184, -0.5747, -4.2112], [-1.2506, -0.2680, -5.1141], [-2.2858, 0.2306, -4.3681], [-3.5700, 0.7580, -4.9135], [1.0498, -1.1972, -4.7789], [2.1779, -1.5041, -3.7930], [0.6403, -2.5097, -5.4792], [1.6260, -0.2359, -5.8353], [-2.2059, 1.8641, -1.2166], [-0.9798, 1.9175, -0.6704], [-0.8006, 3.1653, -0.2399], [-1.9480, 3.9236, -0.5268], [-2.8176, 3.0665, -1.1496], [-4.1697, 3.4273, -1.6645], [0.3334, 3.8247, 0.5003], [-0.2364, 4.3257, 1.8391], [0.8082, 5.0366, -0.3172], [1.5201, 2.9163, 0.7626], [-2.6365, -3.1823, 1.3364], [-1.6578, -4.1222, 0.6306], [-1.9061, -2.5113, 2.4964], [-3.7940, -4.0305, 1.8807], [-6.6236, -0.7529, -1.0244], [-5.7088, -0.2362, -2.4479], [-5.8438, 0.8311, -1.0525], [-5.3733, -2.4012, 0.4960], [-3.8150, 1.0407, -2.4419], [-1.2482, -0.3810, -6.1815], [-3.5502, 0.6597, -5.9978], [-3.6909, 1.8111, -4.6641], [-4.4336, 0.2163, -4.5327], [2.1936, -2.5566, -3.5314], [2.0740, -0.9223, -2.8841], [3.1456, -1.2805, -4.2385], [0.2051, -3.1987, -4.7582], [1.5180, -2.9839, -5.9168], [-0.0894, -2.3403, -6.2704], [2.0732, 0.6152, -5.3305], [0.8654, 0.1280, -6.5227], [2.4000, -0.7417, -6.4135], [-2.1309, 4.9591, -0.3163], [-4.3503, 4.4765, -1.4384], [-4.9579, 2.8401, -1.1978], [-4.2409, 3.2881, -2.7426], [-1.0809, 4.9963, 1.6814], [0.5336, 4.8702, 2.3882], [-0.5786, 3.4861, 2.4428], [0.0073, 5.7581, -0.4651], [1.1593, 4.7122, -1.2923], [1.6253, 5.5393, 0.1987], [1.1816, 1.9868, 1.2138], [2.2288, 3.4194, 1.4234], [2.0222, 2.6933, -0.1718], [-0.7578, -3.5769, 0.3712], [-2.0957, -4.5437, -0.2730], [-1.3784, -4.9382, 1.2961], [-1.1027, -1.8919, 2.1076], [-1.4855, -3.2625, 3.1626], [-2.5776, -1.8766, 3.0711], [-4.3215, -4.5338, 1.0706], [-4.4993, -3.4195, 2.4397], [-3.3947, -4.7890, 2.5534], [0.5780, 2.9305, -4.5253], [0.8013, 2.1829, -3.3080], [2.0246, 2.0079, -2.9633], [2.4958, 1.2442, -1.8738], [3.8302, 1.2528, -1.4229], [3.8743, 0.4428, -0.2994], [2.5861, -0.0542, -0.1243], [1.7576, 0.4159, -1.0609], [0.4893, 4.4133, -4.2927], [1.4249, 5.2816, -4.8431], [1.3373, 6.6467, -4.6263], [0.3104, 7.1601, -3.8519], [-0.6208, 6.3000, -3.2906], [-0.5335, 4.9377, -3.5106], [-0.3716, 2.5831, -4.9503], [1.3810, 2.7562, -5.2646], [2.8402, 2.4869, -3.5429], [4.6404, 1.8090, -1.8637], [4.7328, 0.2328, 0.3125], [2.2172, -0.7191, 0.6402], [2.2270, 4.8883, -5.4543], [2.0664, 7.3148, -5.0683], [0.2400, 8.2276, -3.6844], [-1.4158, 6.6976, -2.6727], [-1.2393, 4.2578, -3.0598], [4.5304, -6.0818, 4.1746], [4.3540, -5.5172, 2.9090], [4.3635, -6.3161, 1.7678], [4.2404, -5.7382, 0.5161], [4.1120, -4.3692, 0.4094], [4.0714, -3.5656, 1.5321], [4.2023, -4.1342, 2.7822], [3.9003, -3.5665, -1.1757], [5.0447, -2.7080, -1.3520], [3.7511, -4.6093, -2.1811], [2.5766, -2.7083, -0.9247], [1.4232, -3.0753, -1.3930], [1.1765, -4.6904, -2.1499], [-0.4613, -4.2137, -2.4893], [-0.6969, -2.9672, -2.0387], [0.3352, -2.3374, -1.4083], [4.2628, -7.0539, 4.2326], [4.1433, -5.5214, 4.9211], [4.4557, -7.3904, 1.8687], [4.2239, -6.3293, -0.3865], [3.9148, -2.5073, 1.3956], [4.1612, -3.5206, 3.6708], [-1.1265, -4.8719, -3.0101], [-1.6487, -2.4713, -2.1128], [2.9732, 0.7724, 3.7900], [1.6622, 1.1760, 4.4617], [1.5490, 2.6954, 4.4358], [1.7540, 0.7562, 5.9318], [0.2243, 0.2733, 3.4695], [0.3292, 0.1595, 1.9305], [0.3266, -1.4353, 4.3501], [1.0861, -2.4287, 3.7411], [1.2170, -3.6894, 4.2944], [0.6026, -3.9749, 5.5035], [-0.1672, -3.0048, 6.1232], [-0.3061, -1.7554, 5.5456], [-1.4886, 1.0250, 3.9419], [-2.4772, 0.8814, 2.9704], [-3.7590, 1.3715, 3.1449], [-4.0858, 2.0613, 4.3016], [-3.1163, 2.2416, 5.2723], [-1.8446, 1.7170, 5.0945], [3.8341, 1.2350, 4.2852], [2.9744, 1.0700, 2.7456], [3.0977, -0.3090, 3.8311], [2.3858, 3.1625, 4.9662], [0.6210, 3.0213, 4.9024], [1.5594, 3.0444, 3.4125], [2.5997, 1.2537, 6.4224], [1.8999, -0.3177, 6.0263], [0.8516, 1.0233, 6.4792], [1.5584, -2.2105, 2.7952], [1.7683, -4.4605, 3.7686], [0.6957, -4.9619, 5.9453], [-0.6717, -3.2307, 7.0567], [-0.9277, -1.0121, 6.0277], [-2.2204, 0.3725, 2.0539], [-4.5105, 1.2175, 2.3783], [-5.0856, 2.4603, 4.4441], [-3.3563, 2.7962, 6.1746], [-1.1222, 1.8627, 5.8874]],
  "lowdin_charge": [0.866, -0.030, -0.274, 0.014, -0.233, 0.117, 0.031, -0.538, 0.049, 0.015, -0.204, -0.007, -0.268, -0.028, -0.482, -0.022, -0.040, -0.051, 0.034, 0.119, -0.212, -0.013, -0.275, -0.022, -0.508, -0.039, -0.038, -0.044, -0.520, -0.038, -0.040, -0.068, 0.075, 0.067, 0.062, 0.095, 0.098, 0.104, 0.075, 0.071, 0.068, 0.047, 0.058, 0.097, 0.059, 0.086, 0.069, 0.060, 0.068, 0.082, 0.106, 0.076, 0.063, 0.069, 0.070, 0.081, 0.081, 0.064, 0.077, 0.083, 0.051, 0.088, 0.064, 0.066, 0.081, 0.086, 0.061, 0.084, 0.090, 0.079, 0.077, 0.079, -0.209, 0.057, -0.145, -0.359, -0.070, -0.098, -0.215, -0.098, -0.208, -0.052, -0.107, -0.114, -0.101, -0.042, 0.112, 0.098, 0.130, 0.087, 0.086, 0.082, 0.102, 0.091, 0.089, 0.098, 0.102, 0.082, -0.344, -0.044, -0.061, -0.275, -0.052, -0.048, 0.561, -0.309, -0.427, -0.102, -0.687, 1.024, -0.436, -0.312, -0.035, 0.077, 0.078, 0.100, 0.106, 0.108, 0.109, 0.053, 0.100, -0.094, -0.580, -0.103, -0.109, 0.415, -0.327, -0.235, -0.106, -0.102, -0.118, -0.110, -0.112, -0.190, -0.101, -0.089, -0.121, -0.117, -0.116, 0.078, 0.063, 0.067, 0.078, 0.063, 0.034, 0.074, 0.065, 0.060, 0.097, 0.086, 0.086, 0.089, 0.097, 0.078, 0.094, 0.087, 0.088, 0.079],
  "total_energy_ha": -5254.2618,
  "s_squared": 0.779,
  "homo_energy_ev": [-1.08, -0.53],
  "homo_lumo_gap_ev": [4.899, 4.347],
  "lumo_ev": [3.82, 3.82],
  "spin_multiplicity": 2,
  "charge": -2
}